No. 1
Density functional theory data (ωB97M-V with the def2-TZVPD basis set) for a molecular structure, C15H8Cl3NO6STi.

Positions of all 35 atoms, in Å:
Ti 0.6032 0.1994 -0.8637
O 3.1345 -2.6908 0.3928
C 2.3649 -1.9899 -0.2565
O 2.3256 -0.6768 -0.2328
C 1.3949 -2.5401 -1.2428
C 1.3545 -3.7979 -1.8114
C 0.6745 -3.9763 -3.0180
C 0.2118 -2.8328 -3.7218
C 0.2651 -1.6174 -3.1026
N 0.6568 -1.5345 -1.8043
C 0.1414 -0.2387 -3.7154
O -0.2862 -0.0804 -4.8548
O 0.5934 0.6828 -2.9216
H 1.9127 -4.6042 -1.3510
H 0.6298 -4.9542 -3.4821
H -0.1075 -2.8928 -4.7541
Cl 1.3825 2.4999 0.2582
C 0.7557 2.5524 1.9010
C 0.9142 3.7698 2.5359
C 0.4723 3.9355 3.8379
C -0.1281 2.8586 4.4730
C -0.2744 1.6567 3.8094
Cl -1.0493 0.3693 4.6985
C 0.1550 1.4143 2.4800
S -0.0455 -0.1174 1.7290
H 1.3834 4.5823 1.9974
H 0.5886 4.8844 4.3446
H -0.4930 2.9411 5.4881
Cl -2.4718 -1.6980 -0.5242
C -3.1103 -0.1571 0.1118
C -2.4294 1.1306 -0.3751
O -3.1052 2.1429 -0.2094
O -1.2569 1.0751 -0.8603
H -2.9946 -0.1897 1.1931
H -4.1626 -0.1059 -0.1485

Atomic forces in eV per Å
Ti -0.2 0.2 -0.1
O 0.0 0.0 0.0
C 0.2 0.0 0.1
O -0.1 0.0 0.1
C -0.1 -0.2 -0.2
C 0.1 0.1 0.1
C -0.1 0.0 -0.1
C 0.1 0.0 0.0
C 0.0 0.0 -0.1
N -0.2 0.1 0.3
C 0.0 -0.1 0.0
O 0.0 0.0 0.0
O -0.1 0.0 0.2
H 0.0 0.0 0.0
H 0.0 0.0 0.0
H 0.0 0.0 0.0
Cl 0.0 -0.1 0.0
C 0.0 0.0 -0.1
C 0.0 0.0 0.0
C 0.0 0.0 0.0
C 0.0 0.0 0.0
C 0.0 0.0 0.0
Cl 0.0 0.0 0.0
C 0.0 0.1 0.1
S 0.1 0.1 -0.2
H 0.0 0.0 0.0
H 0.0 0.0 0.0
H 0.0 0.0 0.0
Cl 0.0 0.0 0.0
C 0.0 0.0 0.0
C -0.1 0.1 0.1
O 0.0 0.0 0.0
O 0.3 -0.4 -0.1
H 0.0 0.0 0.0
H 0.0 0.0 0.0

Computed properties:
**Total charge**: -2
**LUMO energy (spin up / spin down)**: 4.57 / 4.57 eV
**Energy relative to the best compared isomer or geometry (same formula, charge and spin)**: 90.6 kJ/mol
**Spin multiplicity**: 3
**E_HOMO (spin up / spin down)**: 0.189 / -2.151 eV
**Max |F|**: 0.009 Eh/bohr

***

No. 2
Density functional theory data (ωB97M-V with the def2-TZVPD basis set) for a molecular structure, C15H9AsBrF6N3OPdSe2Te2.

Positions of all 41 atoms, in Å:
Pd -3.0485 -2.5502 -0.8759
Br 5.6619 5.4977 4.2025
C 4.7300 4.5202 2.9019
C 5.4273 3.9775 1.8242
C 4.7414 3.2596 0.8736
C 3.3507 3.0691 0.9935
C 2.6603 3.6300 2.0888
C 3.3506 4.3519 3.0335
N 2.7628 2.3097 0.0291
N 1.4838 2.1759 0.0262
C 0.9283 1.0007 -0.0969
C 1.6741 -0.2360 -0.0620
C 1.0802 -1.4396 -0.1672
C -0.3469 -1.5382 -0.3551
O -0.9173 -2.6300 -0.4749
C -1.1291 -0.2888 -0.4218
N -2.4523 -0.4309 -0.6362
C -3.2051 0.6495 -0.7383
C -2.6744 1.9349 -0.6149
C -1.3266 2.0909 -0.3946
C -0.5168 0.9513 -0.2979
H 6.4945 4.1248 1.7416
H 5.2505 2.8273 0.0229
H 1.5911 3.4956 2.1745
H 2.8355 4.7923 3.8753
H 2.7475 -0.1571 0.0512
H 1.6367 -2.3664 -0.1456
H -4.2612 0.4945 -0.9211
H -3.3289 2.7902 -0.7033
H -0.8798 3.0718 -0.3065
Se -3.9488 -2.1475 -3.2345
Te -5.5637 -2.6371 -1.5876
Te -3.8068 -3.4843 1.5759
Se -3.9453 -1.3539 2.5783
F -1.6963 -4.2025 -2.7631
As -2.3943 -5.7519 -2.3349
F -3.2120 -7.1367 -1.7609
F -3.2706 -4.8025 -0.9836
F -3.7595 -5.3326 -3.3197
F -1.1307 -5.9750 -1.1987
F -1.5926 -6.5542 -3.5978

Atomic forces in eV per Å
Pd -0.1 0.0 0.0
Br 0.0 0.0 0.0
C 0.0 0.0 0.0
C 0.0 0.0 0.0
C 0.0 0.0 0.0
C -0.1 0.4 -0.1
C 0.0 0.0 0.0
C 0.0 0.0 0.0
N 0.1 -0.5 0.0
N 0.0 0.3 0.5
C 0.0 -0.1 -0.4
C 0.0 0.1 0.1
C 0.0 0.0 0.0
C 0.0 0.0 0.0
O 0.0 0.0 0.0
C 0.0 0.0 -0.1
N 0.0 0.0 0.0
C 0.0 0.0 0.1
C 0.0 0.0 0.0
C 0.0 0.0 0.0
C 0.0 0.0 0.0
H 0.0 0.0 0.0
H 0.0 0.0 0.0
H 0.0 0.0 0.0
H 0.0 0.0 0.0
H 0.0 0.0 0.0
H 0.0 0.0 0.0
H 0.0 0.0 0.0
H 0.0 0.0 0.0
H 0.0 0.0 0.0
Se 0.0 0.0 0.0
Te 0.1 0.0 -0.1
Te 0.0 0.0 0.1
Se 0.0 0.0 0.0
F 0.0 0.0 0.0
As 0.0 0.0 0.0
F 0.0 0.0 0.0
F 0.0 0.0 -0.1
F 0.0 0.0 0.0
F 0.0 0.0 0.0
F 0.0 0.0 0.0

Computed properties:
**Total charge**: +1
**LUMO energy (spin up / spin down)**: -5.72 / -6.43 eV
**Energy relative to the best compared isomer or geometry (same formula, charge and spin)**: 0.0 kJ/mol
**Spin multiplicity**: 6
**E_HOMO (spin up / spin down)**: -10.751 / -12.040 eV
**Max |F|**: 0.011 Eh/bohr

***

No. 3
Density functional theory data (ωB97M-V with the def2-TZVPD basis set) for a molecular structure, C15H9F6INO6S2SeZn.

Positions of all 42 atoms, in Å:
Zn 0.5045 0.4739 -1.2583
F -3.5429 0.3004 2.3070
C -2.2172 0.3169 2.1756
F -1.6986 -0.2880 3.2462
F -1.8213 1.5888 2.2066
S -1.6690 -0.4919 0.5640
O -0.2904 -0.0770 0.4389
O -1.9118 -1.8804 0.7302
N -2.6706 0.2228 -0.3910
S -2.3482 0.9999 -1.7024
O -3.3865 1.9121 -2.0271
O -1.0042 1.5307 -1.7663
C -2.4521 -0.3722 -2.9797
F -2.0106 -0.0242 -4.1796
F -1.7855 -1.4346 -2.5450
F -3.7313 -0.7383 -3.1059
Se 2.3248 1.7437 -0.7927
C 1.4264 2.9122 0.4735
C 0.8568 4.0894 0.0161
C 0.2095 4.9286 0.9039
C 0.1280 4.5963 2.2446
C 0.7084 3.4256 2.7016
C 1.3622 2.5834 1.8184
H 0.9218 4.3375 -1.0321
H -0.2281 5.8463 0.5432
H -0.3726 5.2624 2.9309
H 0.6487 3.1702 3.7505
H 1.8195 1.6721 2.1714
I 2.0644 -5.3787 2.7958
C 1.8160 -4.2860 1.0023
C 1.2610 -4.9051 -0.1002
C 1.1003 -4.1730 -1.2637
C 1.4861 -2.8382 -1.3202
C 2.0701 -2.2508 -0.2054
C 2.2308 -2.9704 0.9653
C 1.2562 -2.0566 -2.6006
O 1.5079 -2.5690 -3.6731
O 0.7527 -0.8814 -2.4446
H 0.9534 -5.9407 -0.0553
H 0.6494 -4.6336 -2.1308
H 2.4093 -1.2229 -0.2430
H 2.6728 -2.5002 1.8311

Atomic forces in eV per Å
Zn 1.6 0.2 0.1
F 0.0 -0.2 -0.3
C 0.1 0.3 0.2
F 0.2 -0.3 -0.3
F 0.0 0.0 -0.3
S -1.2 -0.1 1.6
O 0.1 -0.1 0.7
O -0.1 -0.3 -0.1
N 0.0 0.0 -0.3
S -1.4 -0.3 -0.5
O -0.1 0.1 -0.1
O -0.3 0.7 -0.5
C -0.3 -0.4 0.0
F 0.2 0.3 0.3
F 0.0 0.1 0.0
F -0.1 0.3 0.1
Se 1.0 0.9 0.5
C 0.4 -0.5 -0.6
C -0.1 0.1 0.1
C 0.0 0.1 -0.1
C 0.0 0.1 0.1
C 0.0 0.0 0.1
C -0.1 0.1 0.1
H 0.0 0.0 -0.1
H -0.1 0.1 0.0
H -0.1 0.0 0.1
H 0.0 0.0 0.1
H 0.0 -0.1 0.0
I -0.1 0.1 -0.3
C 0.1 -0.3 0.5
C -0.1 -0.1 0.0
C 0.0 0.1 0.0
C 0.0 0.0 -0.1
C -0.1 0.1 -0.1
C 0.1 0.1 0.1
C -0.1 -0.1 0.3
O 0.0 -0.2 -0.2
O 0.3 -0.8 -1.1
H 0.0 0.0 0.0
H 0.0 0.0 -0.1
H 0.0 0.1 0.0
H 0.0 0.0 0.1

Computed properties:
**Total charge**: -1
**LUMO energy**: 2.13 eV
**Energy relative to the best compared isomer or geometry (same formula, charge and spin)**: 58.1 kJ/mol
**Spin multiplicity**: 1
**E_HOMO**: -5.545 eV
**Max |F|**: 0.039 Eh/bohr

***

No. 4
Density functional theory data (ωB97M-V with the def2-TZVPD basis set) for C15H9N3O5S in the gas phase.

Positions of all 33 atoms, in Å:
O -0.5520 -0.4371 -1.1082
O 3.9302 -0.5758 -0.5041
O -2.9344 1.7305 3.6038
O 2.1160 3.1285 -1.7936
O -4.8637 2.4588 2.9333
S -1.4953 1.8586 0.9953
C 0.5291 0.0813 -1.0524
C 2.8652 -0.0789 -0.8371
C -2.9425 2.8166 -0.9092
C -3.8287 2.7268 0.2614
C -1.6644 2.3534 -0.6515
C 0.6259 1.4931 -1.3997
C 1.8716 1.9453 -1.4912
C -3.1531 2.3075 1.4186
C 1.0941 -4.4418 1.1532
C 0.6290 -3.2890 1.7464
C 1.8254 -4.3915 -0.0687
C 0.8633 -2.0465 1.1259
C 1.9666 -3.1328 -0.7187
C 1.5075 -1.9810 -0.0984
C -0.5666 2.2941 -1.6106
N 2.9494 1.2190 -1.1897
N 1.6371 -0.7084 -0.7480
N -3.6952 2.1638 2.7150
H -3.2649 3.1805 -1.9068
H -4.8646 3.0035 0.2944
H 0.9029 -5.3853 1.6696
H 0.0684 -3.2851 2.6601
H 2.1989 -5.3157 -0.5100
H 0.5381 -1.1211 1.6146
H 2.4413 -3.0801 -1.7268
H -0.6093 2.9184 -2.4847
H 3.8750 1.5901 -1.3824

Atomic forces in eV per Å
O -1.4 -1.0 0.2
O -0.7 -1.1 -0.2
O -0.7 0.6 -1.5
O -0.5 0.0 -0.2
O 0.8 0.0 -0.9
S -0.5 0.2 0.8
C -1.8 -0.9 0.5
C 3.1 -1.5 1.8
C -1.4 -0.1 1.0
C 1.9 0.1 0.0
C -0.5 -0.5 -0.6
C -5.6 -1.3 0.6
C 4.4 6.5 -2.4
C 0.9 0.1 -3.9
C 0.8 -0.5 -0.7
C 0.3 1.4 -0.9
C -0.9 1.2 0.5
C -0.1 -0.2 0.5
C 0.5 -1.4 -0.4
C -0.3 -0.4 0.0
C 2.1 -1.8 1.6
N -0.6 -1.0 -0.5
N 0.8 1.8 -0.3
N 0.0 -0.7 2.8
H 0.2 -0.3 0.9
H -0.2 0.1 -0.1
H 0.2 0.1 -0.4
H -0.1 -0.2 0.3
H -0.1 0.4 0.0
H 0.0 -0.4 -0.2
H -0.4 0.0 1.0
H 0.2 0.8 0.2
H -0.4 0.0 0.3

Computed properties:
**SMILES**: O=C1NC(=O)N(c2ccccc2)C(=O)/C1=C\c1ccc([N+](=O)[O-])s1
**Total charge**: 0
**LUMO energy**: -2.85 eV
**Energy relative to the best compared isomer or geometry (same formula, charge and spin)**: 19.2 kJ/mol
**Spin multiplicity**: 1
**E_HOMO**: -9.450 eV
**Max |F|**: 0.159 Eh/bohr

***

No. 5
Density functional theory data (ωB97M-V with the def2-TZVPD basis set) for C15H9N5O2S in the gas phase.

Positions of all 32 atoms, in Å:
O -6.5626 -1.5120 1.8800
O -6.8560 -0.6482 -0.1935
N 1.1263 1.6519 1.7480
N 2.6785 -1.1460 -1.8536
N 4.9420 -0.6587 -2.3336
S 3.7353 1.7688 0.6328
C 3.7715 -1.2419 -2.7018
C -0.0128 0.9927 1.8065
C 1.9748 1.3321 0.7264
C 2.7065 -0.1254 -0.9762
C 4.9406 0.2461 -1.4899
C 0.2436 -0.1519 -0.2122
C -2.8584 0.7278 -0.1083
C -2.5956 -0.8488 1.6564
C -4.1900 0.3208 -0.2135
C -3.9512 -0.9809 1.8199
C 3.8720 0.5787 -0.7938
C -0.5854 0.3010 0.7326
C 1.5967 0.3275 -0.1349
C -2.0508 0.1384 0.7810
C -4.8031 -0.4420 0.8628
N 6.1632 0.8294 -1.3764
N -6.1517 -0.9226 0.8344
H 3.8901 -2.0187 -3.4313
H -0.7997 1.2115 2.5391
H -0.1483 -0.9028 -0.8746
H -2.3622 1.5191 -0.6797
H -1.9611 -1.3667 2.3394
H -4.8711 0.7842 -0.9519
H -4.2627 -1.6093 2.5514
H 6.8992 0.3419 -1.9536
H 6.4826 1.5040 -0.6320

Atomic forces in eV per Å
O 0.8 1.4 -3.1
O 1.9 -1.1 3.1
N 1.2 -0.3 0.4
N 0.3 0.2 -2.9
N -1.8 -4.7 -6.2
S -1.3 -1.1 -1.6
C 0.1 0.3 4.9
C -1.1 2.1 -0.7
C -0.6 -0.7 1.5
C 0.2 -0.7 -0.6
C 4.2 3.1 1.9
C 1.8 0.0 -0.5
C -1.0 1.0 -1.3
C 0.3 2.0 0.0
C -2.4 0.7 1.4
C 0.9 0.9 -2.2
C -3.5 2.7 4.3
C -0.6 0.5 1.5
C -0.2 -1.5 -1.8
C 0.9 -3.8 1.8
C 2.7 0.5 -2.0
N 2.8 1.2 0.7
N -3.3 0.3 -0.1
H -0.7 -0.2 -0.4
H 1.1 0.3 0.6
H 0.5 0.0 -0.8
H -0.8 -0.4 -0.5
H 0.5 -0.3 0.3
H 0.6 -0.5 0.4
H -1.3 -1.7 2.0
H -1.3 1.0 1.2
H -0.9 -1.4 -1.3

Computed properties:
**SMILES**: Nc1ncnc2c1sc1ncc(-c3ccc([N+](=O)[O-])cc3)cc12
**Total charge**: 0
**LUMO energy**: -1.23 eV
**Energy relative to the best compared isomer or geometry (same formula, charge and spin)**: 162.4 kJ/mol
**Spin multiplicity**: 1
**E_HOMO**: -8.893 eV
**Max |F|**: 0.156 Eh/bohr